1.
Entry from the Open Molecules 2025 dataset: 2 unconnected molecules or ions with the total composition CH4N2O3 (ωB97M-V/def2-TZVPD).

```
10
Properties=species:S:1:pos:R:3:nbo_charge:R:1
O 1.03029 0.44132 0.37467 -0.44
O 0.45124 2.58698 0.39167 -0.21
O -2.31422 0.00827 -0.06308 -0.95
N 1.65518 -1.77892 -0.03790 -0.68
N 0.66371 1.68362 -0.31742 0.41
C 1.19813 -0.64088 -0.37263 0.41
H 1.84230 -2.01649 0.89734 0.36
H -3.28038 -0.19337 -0.21643 0.48
H 0.92270 -0.39492 -1.45701 0.15
H -2.16895 0.30438 0.80080 0.47
```

Results
SMILES: [H]/N=C\ON=O.O
HOMO level: -10.29 eV
energy relative to the best compared isomer or geometry (same formula, charge and spin): 36.2 kcal per mole
spin multiplicity: 1
max |F|: 3.464 eV/A
frontier orbital gap: 0.3554 Ha


2.
Entry from the Open Molecules 2025 dataset: a molecular structure, C2H8N6 (ωB97M-V/def2-TZVPD).

```
16
Properties=species:S:1:pos:R:3:nbo_charge:R:1
N -1.04216 -1.55008 0.36160 -0.17
N -1.95457 -1.19411 -0.50445 -0.66
N -1.64893 1.65932 -0.15771 -0.69
N 2.53741 -0.60517 -0.57016 -0.61
N -0.11717 1.62655 -0.06658 -0.31
N 1.93161 0.43255 0.18797 -0.49
C 0.45119 0.45079 0.11934 0.24
C 0.02363 -0.82203 0.64619 -0.20
H -2.87528 -1.78731 -0.25445 0.44
H -1.66766 -0.18022 -1.16094 0.43
H -2.06155 0.60460 0.56517 0.35
H 2.75352 -1.25665 0.20278 0.34
H 2.26652 1.32225 0.03100 0.37
H -1.60777 2.94026 0.70769 0.37
H 1.47994 -0.93975 -0.85287 0.34
H 0.92004 -1.05918 1.41377 0.24
```

Results
HOMO level: -8.47 eV
energy relative to the best compared isomer or geometry (same formula, charge and spin): 226.5 kcal per mole
spin multiplicity: 1
max |F|: 6.161 eV/A
frontier orbital gap: 0.3045 Ha


3.
Entry from the Open Molecules 2025 dataset: a single CHClN2O molecule (ωB97M-V/def2-TZVPD).

```
6
Properties=species:S:1:pos:R:3:nbo_charge:R:1
Cl 3.64941 0.65515 -0.09080 -0.05
O 2.69874 -1.71441 0.43676 -0.47
N 1.23372 -0.17528 -0.60294 -0.15
N 0.47651 0.05887 0.28976 -0.22
C 2.47778 -0.67055 -0.05677 0.59
H 0.90815 -0.12245 1.20631 0.29
```

Results
SMILES: [H]/N=N\C(=O)Cl
HOMO level: -10.36 eV
energy relative to the best compared isomer or geometry (same formula, charge and spin): 15.6 kcal per mole
spin multiplicity: 1
max |F|: 3.645 eV/A
frontier orbital gap: 0.3771 Ha


4.
Entry from the Open Molecules 2025 dataset: a single C4H5NO3 molecule (ωB97M-V/def2-TZVPD).

```
13
Properties=species:S:1:pos:R:3:nbo_charge:R:1
O 0.44474 0.89619 -0.63994 -0.49
O -2.29952 -0.74149 -0.12839 -0.56
O 1.06549 -0.65452 1.12505 -0.56
N -2.19085 0.17711 0.97768 -0.09
C 0.21508 0.06028 0.46632 0.73
C 1.55916 0.57585 -1.47057 0.10
C -0.94908 0.51149 1.29259 -0.06
C 2.29909 -0.61034 -1.41986 -0.46
H -3.23622 -0.86276 -0.14081 0.48
H 1.69230 1.31336 -2.22363 0.19
H 3.03375 -0.81868 -2.16285 0.22
H -0.64065 1.15461 2.14498 0.24
H 2.05552 -1.25151 -0.52614 0.25
```

Results
SMILES: C=COC(=O)/C=N\O
HOMO level: -9.66 eV
energy relative to the best compared isomer or geometry (same formula, charge and spin): 104.2 kcal per mole
spin multiplicity: 1
max |F|: 5.837 eV/A
frontier orbital gap: 0.3583 Ha